Density functional theory data (wB97M-V/def2-TZVPD) for 2 unconnected molecules or ions with the total composition C4H14N2O2.

- ΔE to the lowest compared entry with this formula, charge and spin (kJ/mol) = 276.7
- E_tot (eV) = -11447.8223
- SMILES = CNCCNCO.O
- LUMO (eV) = 0.85
- HOMO level (eV) = -8.3

CARTESIAN COORDINATES (ANGSTROEM)
C  0.30045  1.20291  0.23025
N  -0.52775  1.65258  -0.88050
C  0.15703  2.80558  -1.56384
O  1.46716  2.50319  -2.05804
C  -0.13419  -0.23355  0.69967
N  0.35961  -1.29723  -0.29849
C  -0.52954  -2.33815  -0.79440
H  0.04528  1.97323  1.06733
H  1.34199  1.53175  0.11502
H  -0.63511  0.80250  -1.48846
H  -0.54247  2.99302  -2.26778
H  0.20341  3.57684  -0.82927
H  1.29305  2.30585  -2.97037
H  0.18016  -0.43006  1.67411
H  -1.20077  -0.36193  0.97962
H  0.91377  -0.71202  -0.95357
H  -1.52999  -2.09829  -0.36377
H  -0.30975  -3.28574  -0.32665
H  -0.66378  -2.37124  -1.86215
H  0.15788  -1.99412  4.07972
H  0.01079  -3.51894  4.00378
O  -0.35724  -2.70619  3.80778